Record 1
# C47H131N19O17

A cluster of 14 separate species, C47H131N19O17 in total (ωB97M-V/def2-TZVPD, the OMol25 dataset).

```
214
Properties=species:S:1:pos:R:3:lowdin_charge:R:1
C -2.10 3.27 -4.19 -0.209
C -1.36 2.34 4.89 -0.422
O 2.35 -5.92 5.66 -0.231
H 0.50 2.94 3.87 0.076
C -3.51 3.40 0.91 -0.773
H 7.29 1.87 0.50 0.109
H -4.82 -1.91 -0.46 0.030
H -5.85 0.09 -3.48 0.108
H 6.95 -4.15 -0.30 0.105
H -8.44 -5.59 0.01 0.085
H 3.73 5.61 0.12 0.082
C 2.16 -1.06 4.15 -0.177
C 3.04 -6.79 6.56 -0.093
H 0.30 -5.69 6.25 0.116
N -6.17 -0.66 -1.45 -0.044
H -0.83 -2.11 4.40 0.105
H -7.06 -2.95 -5.77 0.085
H 2.40 1.36 3.17 0.077
H -0.17 4.65 -5.23 0.103
H 4.50 -3.54 -4.53 0.083
H 6.53 -2.61 1.30 0.089
N 6.32 1.67 0.68 0.168
C 0.50 -5.80 4.07 -0.206
H 1.56 -4.82 -5.78 0.113
H -8.51 -3.16 -4.89 0.089
H -1.82 -4.94 3.86 0.116
H 6.31 -0.87 0.83 0.056
C -4.70 -3.95 -0.30 -0.425
H -2.15 3.90 3.83 0.070
H -3.94 5.27 0.62 0.111
C 3.20 3.37 -3.39 -0.759
C 2.27 6.57 -7.12 -0.092
H 1.33 -5.92 3.38 0.120
C -1.70 -2.73 4.21 -0.220
H -0.28 -6.48 3.74 0.113
H -0.22 6.86 -3.24 0.120
H -1.96 3.20 6.73 0.112
C -7.83 -5.89 -0.84 -0.129
C -7.43 -3.08 -4.76 -0.151
H 1.03 3.00 8.62 0.080
H -2.80 -0.58 3.84 0.081
H 0.37 4.53 8.08 0.085
C -5.48 -0.68 -2.81 -0.170
O 1.85 6.07 -5.86 -0.242
H 0.68 -7.23 5.59 0.115
H -1.04 0.97 -3.48 0.073
H 3.13 -2.33 -1.37 0.089
C -3.88 -4.89 0.61 -0.043
H -2.83 3.77 -4.83 0.120
H -1.62 -0.44 2.58 0.074
C 2.82 -3.20 -5.38 -0.863
H -7.15 -0.69 -1.70 0.102
H -3.51 -2.48 0.42 0.060
H 2.83 -6.60 7.62 0.089
H -0.30 -5.45 2.10 0.046
H 2.79 7.52 -6.98 0.080
H -0.10 5.33 0.21 0.108
N 2.75 3.65 -4.58 0.194
C 0.94 -6.17 5.51 -0.179
H -2.26 0.52 0.32 0.046
H -3.90 -5.88 0.15 0.072
H 4.37 -3.00 3.60 0.063
H 1.24 5.84 -0.81 0.105
H -3.36 -0.79 2.24 0.085
N -0.43 2.18 -0.58 0.057
H -1.38 -4.49 5.48 0.108
N 6.67 -3.26 -3.61 0.033
C -6.09 0.54 -0.66 -0.214
H -2.43 -2.56 5.01 0.118
H -0.96 4.32 5.87 0.120
O 1.50 -1.09 -0.70 -0.199
C 2.76 -1.30 -1.39 -0.069
H -1.81 -0.09 -1.21 0.072
N -0.57 5.23 -4.50 -0.052
H 3.27 5.93 1.77 0.068
H 0.57 8.22 -0.64 0.077
H 1.27 -1.45 3.65 0.108
H 1.72 7.77 -4.66 0.120
C 1.94 4.59 0.85 -0.363
C 3.44 -3.32 4.06 -0.045
N -2.39 2.98 4.17 0.031
N 3.46 2.08 -3.28 0.189
C -0.13 2.07 4.00 -0.045
H -4.41 -0.60 -2.62 0.122
H 5.39 -3.96 -0.88 0.115
H 7.27 -3.34 -4.42 0.073
C 2.76 -2.24 5.00 -0.333
C 7.05 -4.05 -2.44 -0.383
C -2.50 -1.01 2.88 -0.105
N 3.75 -3.99 -5.03 0.180
H 1.44 7.03 -7.67 0.079
H 9.09 -4.36 -3.20 0.070
H -6.82 -3.52 -0.86 0.107
H 5.76 2.92 -2.11 0.104
O 4.31 1.77 -0.32 -0.007
C 3.37 5.13 1.03 -0.045
H 1.86 0.99 -1.06 0.084
O 2.87 -2.01 -5.29 0.034
H 6.71 -2.27 -3.43 0.073
C -0.44 1.57 -4.16 -0.114
C 1.07 0.24 -1.03 -0.144
H 1.48 4.34 1.81 0.122
H -2.84 -4.68 0.83 0.044
H -0.60 3.98 -2.81 0.088
H -4.97 -1.97 -4.32 0.129
O -1.29 2.39 -4.93 -0.177
H 1.69 0.16 2.00 0.075
H 2.22 -3.93 6.04 0.045
H -6.61 -4.20 0.76 0.120
H -2.66 2.44 3.36 0.025
H 0.44 -2.64 0.25 0.084
C 0.19 7.98 0.35 -0.129
H -7.12 2.24 -3.84 0.076
C -0.12 0.88 -0.18 -0.433
H 2.59 -1.11 -2.45 0.076
N 1.73 -3.82 -5.69 0.165
H 0.06 0.84 -4.79 0.091
H 5.99 1.21 1.52 0.116
H 4.12 -6.78 6.41 0.085
H -4.45 -4.10 -1.35 0.120
H -8.17 -5.41 -1.76 0.081
H -2.87 2.76 -0.77 0.095
C 6.40 -3.59 -1.06 -0.190
H 0.33 2.08 -3.58 0.065
O -7.09 -1.98 -4.05 -0.162
H 1.79 -2.46 6.60 0.085
H -5.70 1.99 -2.17 0.099
H -0.65 3.22 8.85 0.083
H -2.70 2.68 -3.50 0.107
H 7.22 2.59 -1.18 0.107
N -4.47 -2.63 0.16 0.060
H -0.87 7.72 0.28 0.077
H 4.99 -1.88 0.63 0.078
C -1.41 0.09 -0.21 -0.062
H 1.00 -3.19 -5.97 0.117
H -0.94 2.58 0.20 0.058
H 0.47 2.63 -0.45 0.012
N 2.07 3.40 0.02 0.039
O -7.71 1.59 -1.96 -0.179
H 0.20 0.88 0.86 0.101
H -3.54 4.38 -0.87 0.115
N -0.47 -5.40 1.11 0.169
H 3.63 1.75 -2.34 0.063
C -1.29 4.40 -3.54 -0.221
H 8.94 -3.06 -2.10 0.076
H -5.13 0.68 -0.16 0.102
H -7.04 -4.01 -4.34 0.090
H 3.67 -4.98 -5.22 0.119
C -1.26 -4.21 4.43 -0.173
H -6.42 2.73 -0.78 0.117
H 4.03 4.34 1.40 0.072
H 2.73 2.72 0.38 0.038
C -1.06 3.26 6.12 -0.209
C 0.95 5.65 0.22 -0.127
H 0.33 8.88 0.95 0.087
N 0.09 -4.41 3.94 -0.102
H 0.48 1.21 4.26 0.041
H 2.52 3.65 -0.84 0.036
H 2.80 -3.65 3.24 0.071
O 0.02 2.78 6.89 -0.190
N 6.21 2.61 -1.26 0.186
N -3.80 4.58 1.35 0.181
H -1.76 1.39 5.24 0.131
H 2.61 2.84 -5.17 0.118
N 0.40 -3.50 0.79 0.196
H 0.70 0.13 -2.05 0.108
H 8.99 -4.64 -1.46 0.073
H 2.54 4.61 -4.82 0.078
C 5.52 1.97 -0.33 -0.690
H -8.89 2.30 -3.59 0.091
O -6.49 -5.54 -0.75 -0.210
H 3.37 0.88 1.80 0.066
H -1.02 -6.11 0.65 0.112
H 0.51 -3.50 1.79 0.082
H -7.77 -6.98 -0.90 0.091
C -5.74 -1.93 -3.55 -0.217
O 0.89 6.92 0.95 -0.208
C -6.24 -4.23 -0.27 -0.182
H -6.66 0.37 0.25 0.125
H -4.12 4.74 2.29 0.126
H 0.34 7.49 -5.63 0.115
H -1.90 5.05 -2.91 0.104
C 8.58 -4.07 -2.29 -0.081
H 1.82 -0.29 4.85 0.107
H 3.69 -4.17 4.70 0.057
C 2.59 0.54 2.48 -0.071
H 3.57 1.40 -4.02 0.122
H 2.89 -7.85 6.35 0.082
H 1.11 5.66 -3.36 0.091
H -4.37 -5.06 1.57 0.078
O 3.19 -0.50 3.29 -0.189
H -7.73 3.44 -2.89 0.079
O 3.30 4.24 -2.55 0.017
N 1.78 -3.06 5.78 0.038
O -2.22 -2.38 2.98 -0.171
O -3.22 2.40 1.56 0.016
H -1.24 -0.89 0.23 0.063
C 1.07 6.97 -5.01 -0.171
O -0.45 -4.51 -0.98 0.003
H 6.66 -5.07 -2.53 0.125
H 3.48 -0.57 -1.04 0.065
H 0.70 -3.94 4.59 0.030
H 2.81 5.90 -7.78 0.093
C 6.08 -1.91 0.59 -0.071
N -3.39 3.52 -0.36 0.180
H 3.57 -1.89 5.65 0.128
O 6.49 -2.19 -0.78 -0.196
C 0.34 6.21 -3.90 -0.196
C 0.15 3.46 8.16 -0.100
H -5.44 -2.69 -2.83 0.105
C -7.91 2.39 -3.11 -0.104
C -0.18 -4.48 0.22 -0.793
H -0.55 1.90 3.01 0.060
C -6.44 1.83 -1.39 -0.242
```

Summary:
**Net charge**: 0
**LUMO level**: 0.37 eV



Record 2
# C60H56I2N4P2Sb2Se2Y

A structure of composition C60H56I2N4P2Sb2Se2Y (ωB97M-V/def2-TZVPD, the OMol25 dataset).

```
129
Properties=species:S:1:pos:R:3:lowdin_charge:R:1
C 1.30 -0.48 6.64 -0.074
H -1.37 -0.14 5.06 0.101
C 0.45 2.82 -0.31 -0.424
I -2.52 -2.32 -3.43 0.865
C 3.34 -3.33 0.36 -0.086
C 1.17 -1.43 -4.32 -0.085
H -3.44 0.65 -4.53 0.054
H -7.08 -0.76 -2.06 0.107
I -3.07 -2.06 0.05 0.899
H 2.76 9.01 -0.45 0.107
C -3.03 -1.09 6.02 -0.069
H 3.81 1.76 6.98 0.107
H 3.63 3.24 -2.04 0.088
H 2.28 0.21 0.56 0.044
H 1.34 3.13 0.25 0.054
C -1.22 -7.18 1.52 -0.061
C 3.05 -0.23 -1.43 -0.402
P 0.62 -2.25 4.60 0.537
Sb 0.40 3.80 -2.21 1.526
C -1.02 -2.24 5.37 -0.362
C -5.17 2.53 -1.51 -0.130
H 5.27 2.25 -3.57 0.110
C 3.57 -1.23 -3.37 -0.048
C -2.71 2.59 -3.90 -0.414
H 0.53 2.51 -4.92 0.081
C -2.20 -5.57 3.02 -0.060
C 2.92 6.88 -0.35 -0.078
C 4.23 2.31 -3.86 -0.077
C -0.36 -6.21 1.04 -0.099
H -0.95 -4.33 5.81 0.059
C -1.77 -1.07 5.45 -0.089
H -3.20 -4.37 6.84 0.109
C 2.41 -4.15 1.00 -0.375
H -2.13 4.63 -3.58 0.048
H -4.66 3.48 -1.40 0.095
N -0.15 0.00 1.56 -0.038
H -2.91 -5.31 3.79 0.107
H 4.12 -1.67 -4.19 0.106
C 2.67 -0.41 4.66 -0.091
H 2.90 -0.77 3.66 0.105
C 4.10 -0.71 -2.15 -0.073
C -3.25 1.68 -4.82 -0.158
C 2.83 -5.28 1.69 -0.138
C 3.09 0.49 -0.12 -0.041
C 1.22 8.03 -1.57 -0.082
H -2.96 3.38 -0.10 0.045
C 2.39 5.66 -0.75 -0.131
C -2.54 3.91 -4.28 -0.162
H 3.04 1.58 -0.25 0.054
H -3.60 -0.18 6.09 0.107
C 3.29 2.85 -3.00 -0.122
P 0.69 -3.69 0.85 0.708
C -0.40 -4.92 1.56 -0.381
C 1.95 2.93 -3.36 -0.393
H -4.65 -0.72 -2.26 -0.004
C 2.50 1.90 -5.48 -0.087
C 1.57 2.45 -4.61 -0.161
H -4.30 -3.48 -1.84 -0.022
Se 0.24 -3.49 -1.29 0.371
C -2.89 4.32 -5.56 -0.074
H -2.64 -4.14 -1.51 -0.062
H -4.53 -2.29 6.97 0.108
C -3.40 3.41 -6.47 -0.074
C -2.14 -6.86 2.51 -0.056
H -0.77 2.92 1.46 0.105
C -2.81 -3.44 6.44 -0.074
C 3.18 1.01 6.52 -0.071
H 2.12 -5.91 2.20 0.080
C 0.40 -2.10 1.65 -0.419
H 0.61 -2.33 -4.05 0.008
H -3.66 3.73 -7.47 0.108
C -4.45 1.36 -1.78 -0.374
H -2.76 5.36 -5.84 0.108
H 4.52 -6.46 2.27 0.112
C -1.33 -4.60 2.54 -0.124
H 2.20 1.53 -6.45 0.107
C 4.18 -5.59 1.73 -0.062
C -6.55 0.16 -1.89 -0.075
H 6.16 -5.00 1.15 0.110
C 2.22 -1.07 -3.32 -0.414
H -2.47 1.81 0.47 0.043
C -0.83 3.23 0.41 -0.369
H 4.02 0.28 0.39 0.087
C -3.55 -2.28 6.52 -0.070
C -5.16 0.19 -1.98 -0.181
N -0.04 -0.29 2.83 0.049
C -7.24 1.32 -1.59 -0.073
Se 1.58 -4.12 4.58 0.418
H 3.01 -2.47 -0.23 0.076
H -8.32 1.31 -1.51 0.109
Sb -2.34 1.62 -2.04 1.345
H 0.46 -0.88 7.19 0.109
H 4.57 1.40 -5.77 0.109
H -1.38 -3.60 2.95 0.075
H -1.17 -8.19 1.13 0.112
H 0.34 -6.47 0.25 0.112
N 0.11 -1.07 0.83 -0.264
C -1.54 -3.43 5.87 -0.119
H -3.99 1.37 -6.80 0.108
C -3.25 -3.25 -1.68 -1.108
H 3.80 6.90 0.29 0.107
C 1.57 -0.92 5.35 -0.359
H -7.08 3.42 -1.20 0.110
H -2.81 -7.62 2.89 0.111
C -6.55 2.51 -1.41 -0.070
C 0.68 6.81 -1.97 -0.143
C 2.34 8.06 -0.76 -0.079
H 2.86 4.75 -0.41 0.083
C 1.26 5.62 -1.57 -0.390
Y -0.19 -0.62 -1.38 0.966
C 5.11 -4.76 1.11 -0.057
C 3.83 1.83 -5.10 -0.079
C -3.58 2.09 -6.10 -0.075
H -0.89 4.32 0.41 0.098
H 5.40 -2.99 -0.08 0.107
N 1.86 -0.45 -2.12 -0.121
H 5.14 -0.65 -1.87 0.106
H 1.62 -1.61 -5.29 0.090
C 4.68 -3.63 0.42 -0.055
C 0.31 -1.59 2.93 -0.396
H 4.31 0.96 4.70 0.106
C 3.46 0.56 5.24 -0.070
H 1.88 0.84 8.22 0.108
C -2.15 2.66 -0.14 -0.371
H 0.75 8.95 -1.90 0.106
H 0.46 -0.60 -4.46 0.061
C 2.10 0.49 7.22 -0.068
H -0.20 6.81 -2.61 0.086
H 0.57 1.73 -0.40 -0.023
```

Summary:
**Net charge**: +1
**LUMO level**: -3.07 eV
**Energy above the lowest of the compared OMol25 structures with the same formula, charge and spin**: 18.5 kcal per mole



| no. | gap between HOMO and LUMO (Ha) | F_max (eV/Å) | DFT total energy (eV) |
| --- | --- | --- | --- |
| 1 | 0.3001 | 6.1 | -113976.4803 |
| 2 | 0.2358 | 0.9 | -248675.4170 |